C43H35Cl3N8O4PbS2 | the ωB97M-V functional and the def2-TZVPD basis

The geometry in ORCA input format:
```
! RIJCOSX wB97M-V def2-TZVPD def2/J DEFGRID3
* xyz 0 1
Pb -1.77859 0.32891 1.98941
Cl 4.29776 0.46313 -4.50848
Cl -0.71340 0.09059 -7.32149
Cl 6.27382 4.09447 -1.13029
S -4.49604 -1.22583 1.05897
S -3.04308 1.39055 -5.96858
O -1.55657 -3.32292 0.33463
O 1.56656 1.60761 -5.26434
O -4.78177 -0.01801 0.31802
O -4.97870 -1.23945 2.41545
N 0.38425 -0.28128 2.45397
N -2.89758 -1.58226 1.00194
N 0.53356 2.64337 1.72632
N -0.94506 0.40603 -0.39640
N -1.05580 -2.13672 4.21540
N -0.69745 2.72335 2.25422
N -1.93972 -1.17498 3.93329
N 0.11110 0.27453 -2.31669
C 3.99989 1.80730 -3.46483
C -5.27661 -5.09960 -1.07381
C -2.74838 -1.07850 4.97759
C 1.56478 -2.23013 1.59316
C 0.17576 -3.94074 3.22112
C -5.04463 -2.67681 0.18060
C 0.22068 0.23020 -0.97376
C 1.41888 -5.94637 2.34484
C 2.55552 3.32187 -2.31581
C -1.85931 0.57898 -1.40776
C -1.28228 -2.65031 5.44532
C -0.08162 -2.57295 3.27524
C -3.91989 -3.45082 -0.02763
C -1.21492 0.49938 -2.60435
C -0.67321 2.39943 -5.83293
C 2.62120 0.01433 3.35780
C -6.39991 -4.30153 -0.87833
C 3.85429 2.08830 3.21626
C 0.69233 3.52370 0.71382
C 4.90659 3.40796 -1.93222
C 3.75545 0.75315 3.60041
C 2.74225 2.63166 2.60690
C -1.33106 3.65822 1.55415
C 1.83038 -3.58150 1.56132
C 1.48263 0.52552 2.68567
C 1.17796 0.25557 -3.29143
C 5.07206 2.91302 3.53715
C 1.46384 1.67585 -3.85415
C 0.81303 2.57677 -5.98090
C 2.70368 2.27883 -3.22178
C -2.65086 -2.80065 0.45908
C 3.63798 3.88978 -1.66524
C 0.60985 -1.67246 2.45191
C -6.29773 -3.07323 -0.23575
C -1.53270 3.24894 -5.07776
C -2.82432 2.83282 -5.06487
C 5.09623 2.37134 -2.83019
C -1.36446 1.35089 -6.36560
C 1.13888 -4.46809 2.38179
C -4.02233 -4.68100 -0.65086
C -2.37155 -1.99137 5.97024
C -0.49675 4.20342 0.56978
C 1.58581 1.89464 2.33982
H -0.41210 -4.60427 3.84424
H -2.35864 3.89157 1.78409
H 2.57644 -3.96245 0.87305
H 0.61351 2.30989 -3.58630
H 5.97291 2.29988 3.52739
H -1.57632 0.57186 -3.61574
H -7.36376 -4.64675 -1.22873
H -3.66826 3.28014 -4.56490
H -2.90701 0.71347 -1.20135
H 1.34718 -6.38413 3.34054
H 2.74510 3.68313 2.34237
H -3.13587 -5.28620 -0.78810
H -1.18702 4.14101 -4.57311
H 2.06765 -0.15484 -2.81824
H -5.39091 -6.05871 -1.56283
H 1.09356 3.59107 -5.67486
H 0.70267 -6.46101 1.70045
H 4.58339 0.28581 4.12275
H 2.58848 -1.00792 3.70550
H 6.08823 1.99157 -3.02911
H -0.73786 4.98306 -0.13193
H 1.14319 0.03790 -0.44699
H 1.11108 2.43171 -7.01866
H 1.55915 3.69997 -2.11740
H 5.19834 3.72786 2.82390
H 2.41734 -6.13613 1.95284
H 1.62338 3.58456 0.17719
H -2.82833 -2.14172 6.93232
H 3.50307 4.69990 -0.96146
H 4.98525 3.35604 4.53252
H -0.65483 -3.41712 5.86369
H -3.57332 -0.38487 4.95459
H 2.12644 -1.55953 0.95424
H -7.16621 -2.44933 -0.07004
H 0.90329 -0.38229 -4.13129
*
```

The HOMO energy is -7.00 eV. The HOMO-LUMO gap comes out at 7.36 eV. Its energy above the lowest of the compared OMol25 structures with the same formula, charge and spin is 0.0 kcal per mole. For the lowest unoccupied orbital energy, the calculation gives 0.37 eV.

Results of the Löwdin charge analysis, in e, for atoms 1 through 4: Pb 1.384; Cl 0.764; Cl 0.687; Cl 0.690

=====

C12H22ClN4 | the ωB97M-V functional and the def2-TZVPD basis

The geometry in ORCA input format:
```
! RIJCOSX wB97M-V def2-TZVPD def2/J DEFGRID3
* xyz 1 1
Cl -0.64253 3.71423 0.08713
N 6.99526 -0.79036 -4.57846
N 5.73139 -1.14783 -2.84532
N -7.96373 0.71080 2.70528
N -6.72569 0.72814 4.54312
C -6.71521 0.93957 3.22649
C -4.60288 -0.16124 5.46523
C -8.01505 0.35887 4.84774
C -8.33063 0.84850 1.30316
C 5.13377 -0.14546 -3.55302
C 5.87124 -0.02471 -4.70989
C -5.60865 0.92797 5.54651
C 9.12872 0.26448 -5.24596
C 8.06840 -0.90583 -5.47889
C -8.74163 0.34204 3.71735
C 6.90932 -1.46772 -3.42900
C 5.30845 -1.80520 -1.63232
H 5.80177 0.59518 -5.59154
H 6.13832 -1.98936 -0.95004
H -6.04960 1.00728 6.54017
H 4.21350 0.32855 -3.24508
H -4.00362 -0.32511 6.36084
H 8.55654 -1.86316 -5.29629
H 9.40665 0.20116 -4.19390
H -8.26575 -0.02118 0.64929
H 4.59297 -1.20085 -1.07469
H -9.30809 1.33034 1.32539
H -8.29986 0.20060 5.87742
H 10.08527 0.15128 -5.75615
H 7.72023 -0.85220 -6.51039
H -3.95124 0.00617 4.60764
H 8.71374 1.26772 -5.34301
H -5.18808 1.92381 5.40679
H -5.01126 -1.14063 5.21599
H -5.84863 1.11779 2.60707
H -9.78974 0.19042 3.50554
H -7.67222 1.60652 0.87888
H 4.78720 -2.70371 -1.96256
H 7.57132 -2.21682 -3.02034
*
```

The HOMO energy is -6.71 eV. The HOMO-LUMO gap comes out at 4.13 eV. Its energy above the lowest of the compared OMol25 structures with the same formula, charge and spin is 68.1 kcal per mole. For the lowest unoccupied orbital energy, the calculation gives -2.58 eV.

Results of the Löwdin charge analysis, in e, for atoms 1 through 4: Cl -1.000; N -0.085; N -0.099; N -0.091

=====

C4H10NO | the ωB97M-V functional and the def2-TZVPD basis

The geometry in ORCA input format:
```
! RIJCOSX wB97M-V def2-TZVPD def2/J DEFGRID3
* xyz 1 3
O -1.48711 0.38763 -0.06566
N -2.02328 -0.16721 0.88361
C 0.40153 -1.24045 -1.04939
C -2.88542 0.60801 1.73264
C 2.05784 0.63766 -0.90946
C 1.46390 -0.65397 -0.39203
H 3.18159 0.51560 -0.91279
H -3.76636 0.04403 2.16837
H -0.52085 -0.27594 -0.56983
H 2.12681 1.47607 -0.19541
H 1.48834 1.00778 -1.71578
H -3.08524 1.57484 1.21859
H 0.13000 -2.24698 -0.94157
H -2.21901 0.63341 2.74098
H 0.59293 -0.88385 -2.10359
H 1.90244 -0.97175 0.65296
*
```

The HOMO energy (spin up / spin down) is -13.56 / -15.72 eV. The HOMO-LUMO gap (spin up / spin down) comes out at 8.85 / 8.76 eV. Its energy above the lowest of the compared OMol25 structures with the same formula, charge and spin is 50.6 kcal per mole. For the lowest unoccupied orbital energy (spin up / spin down), the calculation gives -4.71 / -6.96 eV. Its expectation value of S² is 2.01.

Results of the Löwdin charge analysis, in e, for atoms 1 through 4: O 0.011; N -0.010; C -0.047; C -0.035

=====

CH4N2O2S | the ωB97M-V functional and the def2-TZVPD basis

The geometry in ORCA input format:
```
! RIJCOSX wB97M-V def2-TZVPD def2/J DEFGRID3
* xyz 0 1
S 1.58419 -1.40558 1.85035
O 0.45922 -1.93262 2.64195
O 1.72137 -2.02570 0.53563
N -0.69036 -0.36612 -0.81540
N -0.39596 1.83723 -0.51875
C -0.16861 0.58287 -0.07279
H -0.70636 2.22184 -1.40411
H -0.80155 -1.26306 -0.55301
H -1.20391 -0.14284 -1.60939
H 0.20197 2.49398 -0.05448
*
```

The HOMO energy is -8.70 eV. The HOMO-LUMO gap comes out at 7.99 eV. Its energy above the lowest of the compared OMol25 structures with the same formula, charge and spin is 31.6 kcal per mole. For the lowest unoccupied orbital energy, the calculation gives -0.72 eV.

Results of the Löwdin charge analysis, in e, for atoms 1 through 4: S 0.861; O -0.471; O -0.480; N 0.078

=====

C12H11ClN4O5P | the ωB97M-V functional and the def2-TZVPD basis

The geometry in ORCA input format:
```
! RIJCOSX wB97M-V def2-TZVPD def2/J DEFGRID3
* xyz 1 1
Cl 4.36657 1.06174 3.25354
P 5.01560 1.72014 1.34071
O 5.67892 3.26715 1.61525
O -1.00815 -3.71801 -2.14001
O -0.75394 1.49942 -0.09972
O -0.41026 -1.73029 -1.54386
O -0.65593 3.10051 1.26663
N -0.73323 2.87222 0.11369
N 3.56717 1.98033 0.29576
N 2.20832 3.06466 -1.29703
N -1.17632 -2.69025 -1.51442
C 2.39005 1.16512 0.16171
C -4.65512 -2.38731 0.87636
C 1.55699 1.88078 -0.83182
C -4.39451 -3.56099 0.17764
C -2.62178 -1.41549 0.03010
C -3.76943 -1.31761 0.80538
C 0.16591 1.23181 -1.20142
C 3.41521 3.07091 -0.58302
C -3.25051 -3.66623 -0.60223
C 1.99590 -1.38351 1.02151
C -2.37315 -2.58927 -0.67427
C 2.07992 -0.16757 0.87327
H 4.21476 3.85767 -0.68065
H -1.94006 -0.57574 -0.01688
H 4.91257 3.83097 1.89486
H -5.55376 -2.30548 1.47866
H -3.97638 -0.40526 1.35326
H 1.98622 -2.50524 1.13945
H -3.05961 -4.58458 -1.14472
H -5.08655 -4.39296 0.23862
H 1.84716 3.71016 -2.00391
H -0.31599 1.66001 -2.13729
H 0.34752 0.12179 -1.36015
*
```

The HOMO energy is -12.17 eV. The HOMO-LUMO gap comes out at 7.98 eV. For the lowest unoccupied orbital energy, the calculation gives -4.19 eV.

Results of the Löwdin charge analysis, in e, for atoms 1 through 4: Cl 0.215; P 0.683; O -0.334; O 0.106